Record 1
Below is a cluster of 2 separate species, C8H12N2O2 in total in a non-equilibrium geometry, with properties calculated with ωB97M-V/def2-TZVPD.

```
24
Properties=species:S:1:pos:R:3:forces:R:3:mulliken_charge:R:1
C 0.066 2.008 1.115 0.6 0.2 0.2 -0.871
C 1.245 1.258 0.706 -0.9 -0.9 0.2 0.344
C -0.941 1.662 1.944 -0.1 1.8 -2.3 -0.167
C 1.320 0.001 0.241 -3.2 -0.3 -0.6 -0.064
C 2.570 -0.706 0.031 2.0 -1.5 0.2 0.461
C -0.468 -1.094 -0.278 2.2 -0.1 2.1 -0.018
C -0.421 -0.392 -2.656 -2.3 0.4 -1.7 -1.309
C -1.171 -0.399 -1.365 0.4 2.1 1.1 -0.495
N -0.624 -2.129 0.425 1.1 1.5 -0.4 -0.530
N -1.346 0.447 2.354 -0.8 -0.1 1.1 -0.322
O 3.705 -0.304 0.236 -1.7 0.0 -0.3 -0.591
O 2.402 -2.015 -0.346 -1.0 0.7 -0.2 -0.499
H 0.210 3.068 0.964 -0.3 0.2 0.0 0.344
H 2.136 1.835 0.903 0.6 -0.3 -0.3 0.437
H -1.650 2.522 2.084 0.6 -1.1 0.6 0.296
H -0.332 -1.358 -3.169 0.0 0.2 0.4 0.307
H 0.474 0.093 -2.557 2.6 0.9 0.1 0.406
H -1.047 0.273 -3.305 0.6 -0.6 0.1 0.366
H -2.135 -0.708 -1.646 -1.6 -1.2 0.6 0.510
H -1.329 0.662 -0.950 0.4 -1.2 -0.8 0.208
H 1.426 -2.160 -0.454 1.2 -0.1 0.3 0.452
H -1.414 -2.745 0.310 -0.6 0.1 -0.6 0.253
H -1.873 0.579 3.210 0.1 -1.1 -0.2 0.244
H -0.802 -0.399 2.203 0.0 0.5 0.3 0.238
```
Forces are in eV/Å.

Results
E_tot   -15562.19074 eV
Gap between HOMO and LUMO   8.78 eV
LUMO   0.4 eV

***

Record 2
Below is a structure of composition C38H59BBeBrCl4F5MgN5O7S3 in a non-equilibrium geometry, with properties calculated with ωB97M-V/def2-TZVPD.

```
125
Properties=species:S:1:pos:R:3:forces:R:3:mulliken_charge:R:1
C 1.274 -0.006 6.462 -0.2 -0.4 -0.3 -0.334
C 0.387 0.047 5.655 0.0 0.0 0.2 -0.630
C -0.731 0.079 4.692 1.1 -0.1 1.0 0.032
N -0.283 0.751 3.463 -0.1 0.2 0.2 0.574
C 0.679 -0.038 2.753 -0.1 -0.1 0.0 -0.826
C 2.028 0.231 2.815 0.1 0.4 0.2 -0.951
C 2.910 -0.571 2.134 1.1 -0.4 -0.1 -0.934
C 2.519 -1.684 1.405 -0.3 0.5 0.1 1.459
N 3.466 -2.500 0.714 0.2 0.7 0.0 -0.473
C 1.163 -1.967 1.348 -0.4 -0.8 -0.9 0.357
C 0.683 -3.162 0.567 -0.1 0.0 0.0 -1.778
C 0.691 -3.073 -0.966 0.3 0.0 -0.1 -0.904
C 0.410 -1.725 -1.644 1.2 -0.5 -0.5 1.723
S -0.541 -2.021 -3.185 -1.1 0.5 -0.6 -0.287
C 0.622 -1.624 -4.500 -1.3 -0.7 0.6 -0.140
S 1.776 -2.694 -4.864 -0.8 -3.0 1.2 -0.350
N 0.587 -0.406 -5.158 1.0 0.0 1.4 1.020
C 1.992 -0.030 -5.161 1.1 1.2 -2.3 -1.976
C 2.868 -0.595 -6.348 1.3 0.9 0.6 -0.651
C -0.170 -0.297 -6.394 -0.5 0.6 -0.5 -0.239
C -0.139 1.110 -6.979 0.0 0.1 0.0 -1.203
C 0.274 -1.137 2.010 -0.9 0.5 0.2 0.160
S -1.499 -1.403 1.980 -0.2 -0.1 -0.5 -0.473
C -2.091 0.295 1.882 0.8 -0.8 0.3 0.992
C -1.372 1.196 2.662 -0.3 -0.3 -0.2 -1.046
C -1.772 2.501 2.667 0.2 0.1 0.4 -0.295
C -2.845 2.925 1.903 -0.7 1.2 0.2 0.061
C -3.196 4.407 2.035 0.6 -0.5 0.1 -1.631
C -2.068 5.288 1.448 0.2 0.2 -0.1 0.456
O -1.651 6.306 2.362 -0.3 0.0 -0.2 -0.633
C -2.452 5.911 0.093 0.0 0.3 0.4 0.200
N -2.745 7.342 0.208 0.2 -0.3 -0.1 -0.669
C -3.538 2.043 1.086 -0.1 -0.2 0.5 -0.441
N -4.628 2.519 0.267 0.8 -0.4 -0.4 -0.159
C -4.320 2.378 -1.185 -0.8 0.4 -0.3 0.728
C -4.330 3.690 -1.977 0.0 -0.4 -0.6 -1.710
C -3.160 0.682 1.096 -0.6 -0.1 -0.6 0.266
C -3.922 -0.334 0.261 0.2 0.0 0.0 -1.873
C -3.070 -1.043 -0.832 -0.8 -0.2 0.9 0.801
C -3.253 -2.539 -0.724 -0.2 0.4 0.4 -0.146
F -4.618 -2.865 -1.020 0.7 0.6 0.6 -0.391
H 2.053 -0.197 7.155 0.1 0.2 0.1 0.442
H -1.550 0.598 5.185 -0.2 0.2 -0.4 0.584
H -1.011 -0.968 4.539 -0.3 0.1 -0.2 0.258
H 2.404 1.060 3.397 -0.1 0.1 0.0 0.641
H 3.974 -0.363 2.155 0.0 0.2 0.1 0.436
H 3.440 -2.269 -0.283 -0.1 -0.4 0.0 -0.275
H 4.384 -2.166 0.994 0.1 0.1 -0.2 0.646
H 1.353 -3.981 0.816 -0.2 -0.2 0.1 0.593
H -0.311 -3.436 0.915 0.0 -0.1 0.0 0.918
H 1.685 -3.363 -1.313 -0.1 -0.1 0.0 -0.076
H 0.017 -3.831 -1.366 -0.1 0.0 0.1 0.720
H 1.382 -1.348 -1.975 -0.1 0.3 0.1 -0.817
H -0.021 -0.940 -1.028 -0.4 -0.1 -0.1 -0.415
H 2.106 1.051 -5.202 -0.1 0.1 0.1 0.587
H 2.432 -0.327 -4.182 -1.9 1.7 -0.5 0.657
H 3.883 -0.166 -6.231 -0.3 0.4 -0.2 0.604
H 2.537 -0.284 -7.358 0.0 0.1 0.7 -0.654
H 3.013 -1.667 -6.333 -0.3 0.4 -0.7 0.783
H 0.177 -0.995 -7.173 0.2 -0.2 0.3 0.293
H -1.212 -0.546 -6.193 0.1 -0.2 0.3 0.414
H 0.836 1.360 -7.400 0.1 0.1 0.1 0.209
H -0.852 1.180 -7.800 0.0 -0.1 0.0 0.395
H -0.418 1.877 -6.256 0.1 -0.1 0.1 0.267
H -1.235 3.197 3.300 0.0 0.1 0.0 0.577
H -3.237 4.599 3.109 -0.1 0.2 0.0 0.538
H -4.168 4.624 1.601 0.0 0.0 -0.1 0.435
H -1.173 4.689 1.261 -0.2 -0.4 0.0 0.157
H -1.086 5.858 2.995 0.0 0.2 0.2 0.426
H -3.300 5.344 -0.295 0.1 -0.1 -0.1 -0.107
H -1.616 5.789 -0.590 0.0 0.1 -0.2 -0.088
H -3.349 7.517 0.999 -0.1 0.1 -0.1 0.236
H -3.180 7.649 -0.650 -0.2 0.2 0.1 0.238
H -5.420 1.914 0.433 -0.1 0.2 0.2 0.580
H -5.094 1.740 -1.620 0.0 0.0 0.0 0.473
H -3.378 1.870 -1.377 0.1 -0.1 0.2 -0.340
H -4.994 4.448 -1.568 0.1 0.0 0.2 0.338
H -3.329 4.088 -2.139 0.0 0.2 0.3 0.282
H -4.709 3.456 -2.977 0.0 0.1 0.0 0.501
H -4.781 0.124 -0.219 0.0 0.0 0.1 0.502
H -4.343 -1.073 0.949 0.1 -0.1 -0.1 0.686
H -2.029 -0.822 -0.622 0.1 0.0 -0.4 -0.690
H -3.371 -0.706 -1.822 0.2 0.0 -0.1 0.517
H -3.095 -2.885 0.294 0.0 0.0 0.1 0.211
H -2.591 -3.082 -1.386 -0.2 -0.2 -0.2 -0.005
Be 2.163 -0.504 -9.316 -0.3 -1.1 -0.8 0.184
C 0.478 2.804 -1.112 0.1 -0.1 0.1 -0.104
Cl -1.025 2.310 -0.334 0.5 0.2 -0.6 -0.011
Cl 0.228 4.269 -2.072 0.0 0.0 0.0 -0.135
Cl 1.702 3.108 0.124 0.0 0.0 0.0 -0.093
Cl 1.015 1.507 -2.168 0.0 0.0 -0.2 0.171
B 4.845 1.137 -3.171 0.6 0.6 0.5 0.136
F 3.782 0.742 -2.338 -0.4 -0.4 -0.3 -0.139
F 4.337 1.423 -4.458 -0.3 -0.3 -0.2 -0.337
F 5.546 2.186 -2.657 0.0 0.1 0.0 -0.308
F 5.669 -0.016 -3.304 -0.3 -0.7 -0.7 -0.401
Br -4.226 -4.353 -2.864 -0.1 -0.9 -1.1 -0.260
Mg 3.742 -1.321 -3.984 1.4 5.9 -5.7 1.063
C -0.644 2.569 8.266 0.1 -0.4 -0.4 -0.573
C -0.712 3.389 9.597 0.0 0.3 0.5 0.502
O -0.048 2.918 10.533 0.1 -0.2 -0.1 -0.608
O -1.426 4.403 9.529 -0.1 0.0 -0.2 -0.609
H -0.010 1.695 8.377 0.0 0.0 0.1 0.208
H -1.646 2.244 7.989 -0.1 0.2 0.1 0.249
H -0.242 3.197 7.471 -0.1 0.1 0.1 0.255
C 2.193 -4.650 4.259 0.0 0.1 -0.2 -0.649
C 0.889 -5.280 3.833 0.0 0.0 0.0 0.808
O 0.546 -5.282 2.675 -0.1 -0.1 0.0 -0.507
C 0.038 -5.904 4.912 -0.2 0.0 -0.2 -1.305
H 2.697 -4.242 3.385 0.0 0.0 0.0 -0.184
H 2.002 -3.839 4.966 0.0 -0.1 0.1 0.305
H 2.837 -5.400 4.722 0.0 0.1 0.2 0.478
H -0.245 -5.148 5.647 0.1 -0.1 0.1 0.330
H 0.588 -6.708 5.403 0.0 0.1 0.1 0.360
H -0.864 -6.316 4.466 0.0 0.0 0.0 0.334
O 5.553 -3.988 2.359 -0.1 0.1 0.1 -0.700
H 4.765 -3.548 2.009 0.0 -0.4 -0.1 0.362
H 5.393 -4.046 3.306 0.1 0.0 0.0 0.326
O 2.100 -3.391 -9.854 0.5 0.8 0.2 -0.717
H 1.508 -4.155 -9.864 -0.3 0.3 0.1 0.212
C 3.951 -3.685 -2.804 0.3 -1.1 0.2 -0.974
O 3.917 -2.283 -2.767 1.1 -6.6 6.8 0.112
H 3.127 -4.064 -3.392 -0.4 -0.3 -0.1 0.368
H 4.836 -4.146 -3.287 0.1 0.7 0.1 0.244
H 3.884 -4.241 -1.851 0.0 0.8 0.2 0.243
```
Forces are in eV/Å.

Results
Net charge   -1
E_tot   -234887.19645 eV
Gap between HOMO and LUMO   0.84 eV
LUMO   -4.4 eV

***

Record 3
Below is a cluster of 4 separate species, C51H36FNO9 in total, with properties calculated with ωB97M-V/def2-TZVPD.

```
98
Properties=species:S:1:pos:R:3:forces:R:3:mulliken_charge:R:1
C 1.633 -5.382 0.373 -0.2 -0.1 0.1 -1.193
C 0.341 -5.349 -0.471 0.1 0.0 0.1 0.063
C 0.251 -4.062 -1.286 0.4 0.3 0.0 -0.464
N -1.015 -3.892 -2.018 -0.3 -0.7 0.2 0.024
C -2.131 -3.605 -1.265 -0.3 0.2 0.2 0.042
C -3.325 -4.217 -1.151 0.1 0.1 -0.3 0.274
C -3.832 -5.463 -1.810 0.0 0.0 0.1 0.209
C -3.696 -6.715 -0.963 0.0 -0.2 0.0 -1.228
F -5.180 -5.275 -2.104 0.0 0.0 -0.1 -0.347
C -4.135 -3.434 -0.198 0.5 0.2 -0.2 0.148
O -5.069 -3.733 0.456 -0.6 -0.1 0.1 -0.572
O -3.505 -2.178 -0.035 0.4 -0.6 0.5 -0.358
C -2.204 -2.357 -0.422 -0.6 -0.1 -0.3 0.284
O -1.343 -1.612 -0.090 0.7 0.1 0.1 -0.037
H 2.319 -6.160 0.034 0.0 0.2 0.0 0.327
H 1.405 -5.593 1.422 0.1 0.0 -0.1 0.319
H 2.150 -4.418 0.347 0.0 -0.1 0.0 0.250
H -0.538 -5.433 0.183 0.1 0.1 -0.1 0.102
H 0.317 -6.210 -1.152 -0.1 0.1 0.1 0.374
H 1.069 -4.021 -2.014 -0.1 0.0 0.1 0.528
H 0.380 -3.201 -0.632 -0.1 -0.1 0.0 -0.328
H -1.202 -4.734 -2.556 0.1 0.2 -0.2 0.382
H -3.341 -5.591 -2.782 0.1 0.0 0.1 0.315
H -4.418 -6.682 -0.144 0.1 0.1 0.0 0.336
H -2.685 -6.801 -0.552 -0.1 0.1 -0.1 0.239
H -3.895 -7.602 -1.570 0.0 0.1 0.1 0.397
C -2.204 -0.318 -6.758 0.0 0.0 0.0 -0.623
C -1.461 0.796 -7.135 0.0 0.0 0.0 -0.510
C -1.017 1.692 -6.178 0.0 0.0 0.0 -0.676
C -1.323 1.483 -4.838 -0.1 0.0 0.1 0.356
C -2.079 0.371 -4.460 0.0 0.0 0.0 0.341
C -2.513 -0.530 -5.425 0.0 0.0 -0.1 -0.653
C -2.440 0.125 -3.030 0.1 0.2 0.0 0.556
O -3.074 -0.858 -2.704 0.0 -0.1 0.0 -0.699
C -1.973 1.116 -2.022 -0.1 0.0 -0.1 0.490
C -2.307 0.929 -0.687 -0.1 0.1 0.0 -1.368
C -1.844 1.810 0.276 -0.1 0.2 0.0 -0.259
C -1.048 2.888 -0.095 0.0 0.0 -0.1 -0.662
C -0.724 3.090 -1.427 0.1 0.0 0.0 -0.932
C -1.188 2.209 -2.396 0.0 0.1 -0.1 0.418
C -0.818 2.451 -3.819 0.1 0.0 0.2 0.623
O -0.108 3.382 -4.133 0.0 0.0 -0.1 -0.689
H -2.545 -1.019 -7.509 0.0 0.0 0.0 0.408
H -1.227 0.963 -8.178 0.0 0.0 0.0 0.411
H -0.434 2.561 -6.452 0.0 0.0 0.0 0.499
H -3.091 -1.390 -5.115 0.0 0.0 0.0 0.535
H -2.924 0.086 -0.414 -0.1 0.2 0.0 0.730
H -2.097 1.654 1.317 0.0 0.2 -0.3 0.704
H -0.679 3.571 0.659 0.0 0.0 0.0 0.480
H -0.106 3.924 -1.731 0.0 0.0 0.0 0.517
C 1.866 0.384 -3.027 0.0 0.0 -0.2 -0.425
C 1.155 -0.432 -2.156 -0.1 0.0 -0.1 -0.233
C 1.656 -0.696 -0.899 -0.1 0.0 0.0 0.431
C 2.868 -0.145 -0.510 0.1 0.1 0.0 -0.535
C 3.593 0.661 -1.386 0.0 0.0 0.0 0.436
C 3.087 0.926 -2.657 -0.1 0.0 0.1 -1.010
C 4.886 1.268 -0.955 -0.1 0.0 0.0 0.435
O 5.529 1.975 -1.699 0.0 0.0 0.0 -0.679
C 5.350 0.992 0.442 0.0 0.0 0.0 0.084
C 6.559 1.530 0.863 0.0 0.0 0.1 -0.642
C 7.000 1.310 2.158 0.0 0.0 0.0 -0.503
C 6.236 0.557 3.042 0.0 0.0 0.0 -0.684
C 5.032 0.013 2.629 0.0 0.0 0.0 -0.463
C 4.589 0.224 1.330 0.0 -0.1 0.0 0.140
C 3.311 -0.388 0.889 -0.3 0.0 -0.3 0.928
O 2.595 -1.048 1.614 0.3 -0.1 0.5 -0.747
H 1.445 0.607 -4.000 0.1 0.0 0.0 0.593
H 0.196 -0.844 -2.451 0.0 0.0 0.0 0.587
H 1.102 -1.294 -0.192 0.0 0.1 0.0 -0.059
H 3.636 1.581 -3.319 0.0 0.0 0.0 0.507
H 7.139 2.120 0.168 0.0 0.0 0.0 0.481
H 7.943 1.730 2.482 0.0 0.0 0.0 0.410
H 6.582 0.395 4.054 0.0 0.0 0.0 0.417
H 4.424 -0.577 3.302 0.0 0.0 0.0 0.498
C 0.419 6.753 5.548 0.0 0.0 0.0 -0.535
C -0.917 6.769 5.931 0.0 0.0 0.0 -0.477
C -1.728 5.677 5.671 0.0 0.1 0.0 -0.603
C -1.207 4.566 5.019 0.0 0.0 0.0 0.215
C 0.131 4.556 4.622 0.0 0.0 0.0 0.160
C 0.943 5.651 4.895 0.0 0.1 0.0 -0.555
C 0.712 3.390 3.893 0.0 0.1 0.0 0.702
O 1.878 3.380 3.558 0.0 0.0 0.0 -0.694
C -0.194 2.248 3.589 0.0 0.0 0.0 -0.264
C 0.304 1.166 2.874 0.1 -0.1 -0.1 -0.616
C -0.513 0.091 2.570 0.0 -0.1 0.3 0.093
C -1.835 0.083 3.002 0.1 -0.1 0.2 -0.639
C -2.339 1.153 3.724 0.0 -0.1 0.0 -0.613
C -1.525 2.243 4.013 0.0 0.0 0.0 0.359
C -2.099 3.396 4.763 0.0 0.1 0.0 0.406
O -3.248 3.391 5.148 0.0 0.0 0.0 -0.670
H 1.052 7.606 5.758 0.0 0.0 0.0 0.401
H -1.326 7.635 6.435 0.0 0.0 0.0 0.397
H -2.768 5.669 5.966 0.0 0.0 0.0 0.478
H 1.979 5.623 4.586 0.0 0.0 0.0 0.484
H 1.333 1.176 2.541 0.0 0.1 0.1 0.699
H -0.113 -0.739 2.003 0.0 0.0 0.0 0.319
H -2.477 -0.756 2.763 0.0 0.0 0.0 0.440
H -3.366 1.163 4.063 0.0 0.0 0.0 0.469
```
Forces are in eV/Å.

Results
SMILES   CCCNC1=C([C@@H](C)F)C(=O)OC1=O.O=C1c2ccccc2C(=O)c2ccccc21.O=C1c2ccccc2C(=O)c2ccccc21.O=C1c2ccccc2C(=O)c2ccccc21
E_tot   -76108.63227 eV
Gap between HOMO and LUMO   8.38 eV
LUMO   -1.0 eV

***

Record 4
Below is a cluster of 2 separate species, C3H8N2O2S in total in a non-equilibrium geometry, with properties calculated with ωB97M-V/def2-TZVPD.

```
16
Properties=species:S:1:pos:R:3:forces:R:3:mulliken_charge:R:1
C -1.489 0.840 -1.263 0.0 -0.7 1.9 0.824
C 2.151 -1.033 1.598 -2.1 -2.6 1.3 -0.380
C -0.555 0.081 -0.698 0.0 -0.1 2.7 -0.065
N 2.237 -0.147 2.467 -0.1 0.5 2.8 -0.512
N 0.430 -0.616 -1.388 -3.0 4.3 -1.6 -0.396
O -1.610 0.919 -2.576 -0.9 1.1 -1.5 -0.516
O -2.430 1.594 -0.624 0.5 1.2 -2.0 -0.572
S -0.663 -0.148 1.079 -1.5 -1.0 -1.1 -0.389
H 1.663 -2.069 1.763 1.1 1.3 -0.1 0.247
H 2.259 -0.753 0.601 0.9 0.4 -1.8 0.358
H -2.804 1.232 0.146 -0.3 -1.1 1.6 0.320
H 1.898 -0.457 3.443 0.9 0.3 -1.9 0.242
H -2.345 1.564 -2.680 0.6 -0.5 -0.5 0.346
H 0.970 -1.298 -1.058 2.0 -3.2 1.4 0.161
H 0.154 -0.480 -2.325 0.9 -0.9 -1.5 0.157
H 0.133 0.770 1.513 1.0 1.1 0.3 0.175
```
Forces are in eV/Å.

Results
SMILES   NC(S)=C(O)O.C=N
E_tot   -21148.46022 eV
Gap between HOMO and LUMO   8.08 eV
LUMO   0.6 eV